Record 1
# C35H48BBr35ClF7NO7PS

A molecular structure, C35H48BBr35ClF7NO7PS at a distorted geometry (ωB97M-V/def2-TZVPD, the OMol25 dataset).

Geometry as XYZ:
```
137
Properties=species:S:1:pos:R:3:forces:R:3:mulliken_charge:R:1
C -4.846 4.151 -1.311 0.0 -0.2 0.8 -0.8711
C -4.099 3.358 -0.113 -0.1 0.3 -0.7 -0.4771
C -3.634 1.872 -0.649 -2.1 0.9 1.4 -0.1674
C -2.067 1.781 -0.505 -0.8 0.7 1.5 -0.0138
C -1.382 2.906 -1.424 1.3 1.2 0.9 -1.5515
C -1.273 0.353 -0.545 -0.8 1.2 -0.1 1.1530
O -0.942 0.057 -1.866 1.0 -1.0 0.2 -0.7175
C -1.466 -0.051 -3.113 -0.5 -1.4 -4.0 0.9669
Cl -0.044 0.536 -4.231 -0.9 0.4 0.8 0.0261
C -2.840 0.560 -3.668 -2.1 0.0 -0.2 -0.8305
C -3.081 2.042 -4.103 -1.3 1.6 -0.4 0.4807
C -2.209 2.723 -5.241 1.6 -0.2 -2.0 0.0715
N -1.958 4.193 -5.097 -1.8 -1.5 0.2 -0.5247
O -1.765 2.190 -6.278 -2.0 1.2 3.5 -0.5697
C -1.634 -1.568 -3.753 -0.4 1.6 -0.9 -0.3122
C -0.567 -2.671 -3.673 -2.6 -5.6 1.4 -0.0190
O -1.016 -3.831 -3.422 1.8 4.7 -0.9 -0.5617
Br 1.345 -2.725 -4.111 -1.0 0.7 0.0 -0.1211
C 0.167 0.471 0.298 -0.7 2.5 1.7 0.4965
C 0.556 1.988 0.807 0.8 0.1 0.8 -2.4540
O 1.241 0.196 -0.553 -0.2 -1.2 -0.9 0.4892
C 2.586 0.318 -0.544 3.0 -0.1 -1.3 -0.4502
Br 3.094 -0.024 -2.524 -0.6 -0.3 0.1 -0.0791
C 3.453 1.647 -0.358 -1.1 1.7 0.9 -0.3583
C 4.952 1.676 -0.884 1.2 1.4 0.9 0.9729
C 5.196 2.820 -2.016 0.4 -0.3 -0.2 0.0326
C 5.902 2.299 -3.350 -0.5 2.4 -0.6 -0.3997
O 6.799 1.175 -3.202 -2.8 -1.4 -2.2 -0.3745
C 6.340 0.083 -4.006 3.1 -3.3 1.2 0.2921
O 6.942 -1.009 -3.921 -2.2 4.0 -0.3 -0.5332
P 3.688 -1.063 0.266 0.9 0.4 1.4 0.2530
S 4.409 -0.483 2.015 -0.4 -0.2 -0.5 -0.3224
B 0.091 -0.083 1.830 -0.6 -0.1 2.2 0.4808
C 1.058 -1.010 2.698 -0.5 -0.8 0.5 -0.3397
O -0.961 0.477 2.701 1.5 0.4 -1.5 -0.6498
C -2.190 -0.880 -0.041 -4.7 1.6 0.2 0.5107
F -3.006 -0.533 1.109 2.7 -0.5 -1.9 -0.2741
F -3.306 -1.043 -0.973 2.8 0.6 0.7 -0.3764
C -1.734 -2.350 0.190 -3.0 -4.1 2.8 0.7831
F -1.987 -2.642 1.597 1.1 1.1 -2.6 0.0047
F -2.701 -3.272 -0.373 2.3 2.6 0.5 -0.3296
C -0.361 -3.055 -0.059 3.8 -5.0 0.1 0.2450
F -0.558 -4.369 -0.615 -0.2 3.4 0.7 -0.3673
F 0.643 -2.501 -0.815 -2.5 -0.1 1.4 0.0195
F 0.257 -3.471 1.176 -1.3 2.0 -2.4 -0.2392
H -5.604 4.884 -0.859 1.3 -0.8 -0.9 0.3750
H -5.422 3.442 -1.992 0.7 0.9 0.9 0.2126
H -4.045 4.674 -1.942 -1.3 -0.5 0.8 0.1693
H -4.740 3.288 0.843 0.8 -0.1 -1.7 0.4507
H -3.215 4.009 0.196 -1.0 -1.0 -0.4 0.2373
H -4.136 1.768 -1.650 1.1 -0.1 0.9 -0.0168
H -4.270 1.210 0.053 1.7 0.5 -1.2 0.1358
H -2.018 2.186 0.580 0.4 -1.1 -1.7 0.7657
H -2.089 3.653 -1.910 0.6 -1.5 0.5 0.0614
H -0.621 2.538 -2.183 -1.1 0.2 0.8 0.2644
H -0.786 3.625 -0.734 -0.8 -1.3 -1.1 0.3859
H -3.226 0.011 -4.619 1.6 0.5 1.6 0.4711
H -3.711 0.267 -2.962 1.7 0.6 -0.7 0.2258
H -3.297 2.821 -3.283 0.9 -1.5 -1.1 -0.7833
H -4.139 2.051 -4.600 1.7 -0.3 0.6 0.5769
H -2.194 4.504 -4.144 0.2 -0.3 -0.4 0.2596
H -2.709 4.613 -5.682 1.0 -0.1 0.1 0.3011
H -1.691 -1.358 -4.894 0.2 -0.3 1.9 0.4995
H -2.695 -1.925 -3.481 2.0 -0.2 0.0 0.3284
H 0.931 2.641 -0.044 -0.8 -1.0 1.0 0.1469
H 1.486 1.862 1.493 -1.4 0.0 -1.0 0.5708
H -0.195 2.502 1.464 0.6 -0.5 -1.0 0.4898
H 3.472 1.939 0.755 0.0 -0.6 -1.5 -0.0928
H 2.903 2.520 -0.883 0.7 -1.5 0.7 -0.0423
H 5.595 2.070 -0.007 -1.4 -0.9 -1.3 -1.3271
H 5.446 0.685 -1.138 -0.9 1.3 0.0 0.5565
H 4.219 3.327 -2.338 1.3 -0.9 0.5 0.1391
H 5.858 3.676 -1.612 -1.0 -1.5 -0.3 0.2344
H 6.539 3.177 -3.754 -0.9 -1.4 0.6 0.2631
H 5.078 2.156 -4.141 1.3 -0.4 1.1 0.1169
H 5.471 0.155 -4.741 0.9 0.8 1.1 0.3364
H 4.853 -1.330 -0.541 -1.2 0.0 -0.1 0.1875
H 2.957 -2.289 0.328 0.1 0.5 -0.5 0.1461
H 1.757 -1.719 2.174 -0.4 1.2 0.8 0.2173
H 1.546 -0.339 3.497 -0.3 -1.1 -1.3 0.2727
H 0.368 -1.710 3.317 0.8 1.2 -1.0 -0.2093
H -0.579 1.187 3.264 -0.4 -0.9 -0.3 0.2782
C 4.499 6.849 -1.645 0.1 0.0 0.0 -0.4317
Br 4.030 6.420 -3.478 0.0 0.1 0.3 0.0503
Br 4.096 8.694 -1.208 0.0 -0.4 -0.1 -0.0491
Br 3.681 5.613 -0.395 0.0 0.3 -0.1 0.0627
H 5.577 6.728 -1.554 -0.3 0.0 0.0 0.3862
C -1.693 -5.743 2.926 0.0 0.1 -0.1 0.1918
Br -1.143 -7.601 2.970 -0.1 0.2 0.0 0.0100
Br -3.604 -5.549 3.189 0.4 0.0 0.0 -0.0134
Br -0.680 -4.669 4.183 -0.2 -0.3 -0.3 -0.0026
H -1.468 -5.366 1.930 -0.1 -0.1 0.2 -0.2310
C 3.614 5.103 -7.155 0.0 -0.1 0.1 -0.1832
Br 1.882 4.435 -6.591 0.3 0.1 -0.1 0.0704
Br 4.112 4.431 -8.904 -0.1 0.1 0.3 -0.0452
Br 3.700 7.040 -7.075 0.0 -0.3 -0.1 -0.0340
H 4.348 4.723 -6.446 -0.2 0.1 -0.2 0.1382
C 6.875 3.685 2.875 0.0 0.0 0.0 -0.2661
Br 7.102 5.556 2.418 -0.1 -0.3 0.0 -0.0273
Br 5.035 3.271 3.326 0.3 0.1 -0.1 0.0660
Br 7.554 2.515 1.487 0.1 0.3 0.4 -0.0021
H 7.471 3.501 3.768 -0.2 0.0 -0.2 0.2230
C -3.097 -2.198 6.679 0.1 0.1 0.0 -0.4343
Br -2.507 -1.191 5.131 -0.1 -0.2 0.2 0.1726
Br -4.780 -3.105 6.348 0.2 0.1 0.0 -0.0571
Br -1.730 -3.422 7.305 -0.3 0.2 0.1 -0.0833
H -3.274 -1.481 7.479 0.0 -0.2 -0.2 0.4119
C 5.729 2.602 7.613 -0.1 0.0 0.1 -0.3487
Br 5.305 4.484 7.416 0.1 -0.4 0.0 -0.0132
Br 4.212 1.472 7.187 0.3 0.2 0.0 0.0148
Br 7.302 2.109 6.592 -0.3 0.1 0.1 -0.0173
H 5.965 2.437 8.662 0.0 0.0 -0.3 0.3405
C -6.161 0.709 5.368 0.0 -0.1 0.0 -0.2045
Br -4.948 2.093 5.980 -0.2 -0.2 -0.1 -0.0785
Br -8.017 1.210 5.626 0.3 -0.1 -0.1 -0.0393
Br -5.804 0.197 3.533 0.0 0.1 0.3 0.1548
H -5.979 -0.170 5.984 0.0 0.2 -0.2 0.2059
C -2.299 -11.785 3.664 -0.2 0.0 0.1 -0.3262
Br -0.840 -11.557 2.407 -0.2 0.0 0.3 -0.0498
Br -2.976 -13.603 3.663 0.2 0.3 0.0 -0.0580
Br -1.809 -11.197 5.446 -0.5 -0.4 -0.8 0.0504
H -3.111 -11.143 3.329 0.2 -0.2 0.1 0.3580
C 0.761 -2.698 -8.296 0.1 -0.1 0.1 -0.3239
Br 2.001 -1.310 -7.754 -0.3 -0.2 -0.2 0.0112
Br -1.078 -2.204 -7.927 0.3 0.0 -0.1 -0.0122
Br 1.013 -3.205 -10.151 -0.1 0.1 0.3 -0.0489
H 0.982 -3.577 -7.693 -0.1 0.2 -0.1 0.3416
C -8.747 -2.369 3.454 0.1 0.1 0.1 0.1173
Br -8.140 -3.990 2.579 -0.1 0.3 0.2 -0.0181
Br -9.130 -0.961 2.178 0.0 -0.3 0.2 -0.0189
Br -10.251 -2.704 4.631 0.3 0.1 -0.3 -0.0184
H -7.926 -2.018 4.078 -0.2 -0.1 -0.2 -0.0984
C 0.056 -7.772 6.626 0.0 0.0 -0.1 -0.0377
Br 0.609 -9.630 6.683 0.4 0.7 0.4 -0.0632
Br -1.855 -7.582 6.885 0.4 0.0 0.0 0.0160
Br 1.064 -6.678 7.872 -0.2 -0.2 -0.2 -0.0550
H 0.280 -7.404 5.626 -0.1 -0.1 0.2 0.0978
```
Forces are in eV/Å.

Summary:
- Total charge: 0
- ΔE to the lowest compared entry with this formula, charge and spin: 650.0 kJ/mol
- E_LUMO: -0.7 eV
- M: 3633.70 u

Record 2
# C35H48BMoN6OS4

A molecular structure, C35H48BMoN6OS4 (ωB97M-V/def2-TZVPD, the OMol25 dataset).

Geometry as XYZ:
```
96
Properties=species:S:1:pos:R:3:forces:R:3:mulliken_spin:R:1
Mo 0.159 0.105 -0.286 0.8 -0.2 0.1 1.8857
C -2.480 2.081 5.153 -0.2 0.0 0.1 -0.0006
C -1.869 1.078 4.184 0.3 0.2 -0.1 0.0030
C -2.805 0.896 2.995 -0.1 0.0 0.0 0.0032
C -1.573 -0.218 4.927 -0.1 0.0 0.0 0.0007
N -0.548 1.657 3.684 -0.1 0.0 0.0 0.0043
C -0.017 2.846 4.130 0.0 0.0 0.0 0.0069
C 1.192 2.998 3.545 0.0 0.0 0.0 -0.0003
N 1.417 1.907 2.739 -0.1 0.0 -0.1 -0.0403
B 2.773 1.780 1.981 0.1 0.2 0.0 0.0431
N 2.807 2.483 0.580 0.1 -0.1 0.0 -0.0198
C 4.031 2.834 0.068 0.0 0.1 -0.1 0.0002
C 3.844 3.313 -1.185 0.0 0.0 0.2 -0.0017
N 2.494 3.271 -1.444 0.0 0.0 -0.2 -0.0079
C 1.895 2.744 -0.367 -0.3 -0.1 0.1 0.0530
S 0.180 2.421 -0.144 0.1 0.1 -0.2 -0.0409
C 1.863 3.722 -2.757 0.2 0.0 0.3 -0.0022
C 1.292 2.493 -3.457 -0.2 0.1 0.0 -0.0006
C 2.960 4.340 -3.615 -0.1 0.0 -0.1 0.0006
C 0.805 4.777 -2.458 -0.1 0.0 -0.1 -0.0014
N 3.283 0.311 1.904 -0.1 0.1 0.1 -0.0362
C 3.994 -0.218 2.958 0.0 0.0 -0.1 -0.0013
C 4.315 -1.493 2.646 0.0 0.0 0.0 0.0046
N 3.801 -1.758 1.395 0.1 -0.1 0.0 0.0164
C 3.176 -0.648 0.976 -0.1 0.0 -0.3 0.0221
S 2.394 -0.461 -0.582 0.0 0.1 0.0 -0.0047
C 3.977 -3.091 0.665 0.0 0.3 0.2 0.0059
C 4.781 -4.014 1.569 0.0 -0.2 -0.1 0.0000
C 4.758 -2.838 -0.619 0.0 -0.1 -0.1 0.0007
C 2.599 -3.693 0.418 0.0 -0.1 -0.1 -0.0031
C 0.335 1.118 2.828 0.0 -0.2 0.0 0.0271
S 0.146 -0.419 1.988 0.0 0.0 0.2 0.0578
H -3.424 1.658 5.493 0.0 0.0 0.0 0.0001
H -1.860 2.238 6.035 0.0 0.0 0.0 0.0000
H -2.700 3.041 4.687 0.0 0.0 -0.1 0.0001
H -3.812 0.724 3.372 0.0 -0.1 0.0 0.0011
H -2.837 1.796 2.379 0.0 0.0 0.0 -0.0001
H -2.530 0.045 2.375 0.0 0.0 0.0 -0.0030
H -2.506 -0.628 5.311 0.0 0.0 0.0 0.0001
H -1.123 -0.976 4.291 0.0 0.0 -0.1 0.0034
H -0.916 -0.034 5.775 0.0 0.0 0.0 -0.0001
H -0.525 3.467 4.840 0.0 0.1 0.0 0.0001
H 1.924 3.775 3.659 0.0 0.1 0.0 0.0007
H 3.575 2.364 2.649 -0.1 0.0 0.0 -0.0006
H 4.930 2.749 0.651 0.1 0.0 0.0 -0.0005
H 4.553 3.716 -1.880 0.1 0.0 0.0 -0.0004
H 2.052 1.721 -3.583 0.0 0.0 0.0 -0.0009
H 0.424 2.096 -2.923 0.1 0.0 0.0 0.0054
H 0.943 2.786 -4.447 0.0 0.0 0.0 0.0004
H 3.725 3.619 -3.899 0.0 0.0 0.0 0.0000
H 2.491 4.692 -4.532 0.0 0.0 0.0 -0.0001
H 3.429 5.200 -3.138 0.0 0.0 0.0 0.0000
H -0.081 4.367 -1.979 0.0 0.0 0.0 0.0011
H 1.207 5.576 -1.837 0.0 0.0 0.0 0.0000
H 0.490 5.218 -3.402 0.0 0.0 0.0 -0.0001
H 4.228 0.367 3.827 0.0 0.0 0.1 0.0005
H 4.879 -2.220 3.196 0.0 0.0 0.1 0.0002
H 5.781 -3.634 1.769 0.0 0.0 0.0 0.0000
H 4.274 -4.229 2.509 0.0 0.0 0.0 0.0000
H 4.896 -4.959 1.041 0.0 0.0 0.0 -0.0001
H 5.718 -2.369 -0.405 0.0 0.0 0.0 0.0000
H 4.954 -3.796 -1.098 0.0 0.0 0.0 -0.0001
H 4.213 -2.224 -1.333 0.0 0.0 0.0 0.0021
H 2.051 -3.808 1.354 0.0 0.0 0.0 -0.0011
H 2.011 -3.103 -0.284 0.0 0.0 0.0 0.0020
H 2.736 -4.684 -0.011 0.0 0.0 0.0 0.0002
O -0.449 -1.456 -1.268 -0.5 -0.2 -0.3 0.0367
S -1.599 -2.547 -1.409 0.6 -0.1 0.1 0.0051
C -2.974 -1.885 -0.467 -0.1 0.1 0.3 0.0117
C -3.398 -0.514 -0.886 0.0 0.0 -0.1 -0.0098
C -4.562 -0.332 -1.622 0.0 0.1 0.0 -0.0025
C -4.935 0.938 -2.046 0.0 0.0 0.0 0.0042
C -4.146 2.037 -1.746 0.1 0.0 0.0 -0.0043
C -2.984 1.876 -0.999 -0.2 -0.1 -0.1 0.0212
C -2.624 0.605 -0.577 0.2 0.0 0.2 0.0524
C -2.129 -2.419 -3.106 0.0 0.1 -0.1 -0.0011
C -3.275 -3.398 -3.211 0.1 0.1 -0.2 0.0006
C -3.091 -4.745 -2.901 -0.1 0.0 -0.1 -0.0003
C -4.164 -5.621 -2.989 0.0 0.0 0.0 0.0000
C -5.408 -5.158 -3.395 0.0 0.0 0.0 0.0000
C -5.586 -3.821 -3.722 0.1 0.0 0.0 0.0000
C -4.522 -2.937 -3.622 0.0 -0.1 -0.1 -0.0004
H -2.609 -1.942 0.565 -0.1 0.0 0.0 -0.0064
H -3.759 -2.635 -0.581 0.0 0.0 0.0 0.0002
H -5.188 -1.184 -1.852 0.0 0.0 0.1 -0.0001
H -5.849 1.067 -2.606 0.0 0.0 0.0 0.0001
H -4.445 3.023 -2.071 0.0 0.0 0.0 0.0001
H -2.395 2.743 -0.739 0.0 0.0 0.0 0.0000
H -1.827 0.491 0.190 -0.5 0.1 0.1 -0.0927
H -1.244 -2.675 -3.694 -0.1 -0.1 0.0 0.0004
H -2.415 -1.383 -3.303 0.0 -0.1 0.0 0.0000
H -2.116 -5.127 -2.625 0.1 0.0 0.0 0.0002
H -4.021 -6.666 -2.757 0.0 0.0 0.0 0.0000
H -6.238 -5.846 -3.472 0.0 0.0 0.0 0.0000
H -6.548 -3.468 -4.067 -0.1 0.0 0.0 0.0000
H -4.649 -1.899 -3.900 0.0 0.0 -0.1 0.0001
```
Forces are in eV/Å.

Summary:
- Total charge: +3
- E_LUMO (spin up / spin down): -10.0 / -9.4 eV
- M: 803.83 u
- Multiplicity: 3